The following is a DFT calculation (wB97M-V/def2-TZVPD) of a molecular structure, C12H28N4O24S4.

E_HOMO: -10.839 eV
gap between HOMO and LUMO: 10.68 eV
relative energy (zero: lowest compared OMol25 entry of this formula, charge and spin): 0.0 kcal/mol

Element x y z (Å)
C: -2.96415 -15.80724 8.61736
N: -2.95026 -17.26997 8.79317
O: -2.62626 -17.93496 7.83146
O: -3.27113 -17.71582 9.86512
H: -1.94054 -15.44536 8.57681
H: -3.52904 -15.35972 9.42720
H: -3.44521 -15.57851 7.67185
C: -5.95546 -15.44062 5.23513
N: -6.31591 -16.59942 6.07495
O: -7.24876 -17.27990 5.69647
O: -5.65303 -16.81069 7.07503
H: -5.20970 -14.83065 5.72371
H: -6.87547 -14.91053 5.00088
H: -5.61117 -15.83009 4.27811
C: -5.61370 -19.32912 8.79477
N: -6.88470 -19.95812 8.31627
O: -6.77083 -20.92862 7.59482
O: -7.92007 -19.34775 8.49658
H: -5.08958 -19.07095 7.88315
H: -5.07764 -19.99337 9.46014
H: -5.91625 -18.43365 9.32328
C: -6.96445 -21.77715 12.25792
N: -5.96843 -20.77402 12.72934
O: -5.60721 -20.85011 13.88208
O: -5.60001 -19.92147 11.93799
H: -7.53230 -21.30706 11.45782
H: -7.65842 -21.90589 13.08362
H: -6.48964 -22.68511 11.91721
C: -11.42653 -17.41041 8.65904
C: -10.85610 -18.54620 9.47731
O: -11.98561 -18.95529 10.27473
S: -13.31303 -18.82655 9.41407
O: -14.28360 -18.15042 10.17700
O: -13.59297 -20.07425 8.81819
O: -12.73415 -17.85495 8.28782
H: -10.81116 -17.08216 7.82948
H: -11.53338 -16.58133 9.36399
H: -10.08920 -18.17158 10.14972
H: -10.43124 -19.39084 8.93540
C: -8.20235 -24.25039 8.60727
C: -8.26201 -24.98985 9.93411
O: -7.03744 -24.60162 10.56806
S: -5.89160 -24.27191 9.47747
O: -4.92667 -25.29195 9.51647
O: -5.52167 -22.91742 9.61092
O: -6.83770 -24.47935 8.21976
H: -8.36126 -23.17540 8.71956
H: -8.84512 -24.67006 7.84088
H: -8.20794 -26.05902 9.72481
H: -9.09981 -24.69452 10.55577
C: -6.26568 -23.05974 5.09363
C: -5.82876 -21.65183 4.66159
O: -4.41200 -21.77974 4.53194
S: -3.90927 -22.63374 5.78970
O: -3.97300 -21.82932 6.95030
O: -2.73344 -23.31835 5.44309
O: -5.16649 -23.62473 5.77898
H: -6.46611 -23.65407 4.19712
H: -7.19001 -23.03169 5.66803
H: -6.02995 -20.93839 5.46170
H: -6.35912 -21.32411 3.77408
C: -6.18706 -16.78891 11.66971
C: -6.49527 -15.43705 12.28792
O: -7.34728 -14.76291 11.34436
S: -7.87142 -15.75542 10.22341
O: -7.16490 -15.49870 9.02234
O: -9.28604 -15.79760 10.21936
O: -7.34828 -17.09842 10.88930
H: -5.93394 -17.54391 12.40352
H: -5.36145 -16.68355 10.95674
H: -5.63279 -14.84093 12.57345
H: -7.08341 -15.55012 13.20521

***

The following is a DFT calculation (wB97M-V/def2-TZVPD) of 4 unconnected molecules or ions with the total composition C12H28N4O4.

E_HOMO: -9.156 eV
gap between HOMO and LUMO: 9.87 eV
relative energy (zero: lowest compared OMol25 entry of this formula, charge and spin): 91.4 kcal/mol
structure (SMILES): CN(C)C=O.CN(C)C=O.CN(C)C=O.CN(C)C=O

Element x y z (Å)
C: -2.62210 0.49958 9.20228
O: -3.31152 1.00365 10.07450
N: -2.52393 1.11135 8.02825
C: -2.85898 2.45321 7.77771
C: -2.08403 0.37571 6.78598
H: -2.15244 -0.49281 9.28463
H: -3.83921 2.60794 7.32681
H: -2.07665 2.84994 7.13067
H: -2.86731 2.99732 8.72215
H: -2.44483 -0.65049 6.85554
H: -2.54177 0.89924 5.94664
H: -1.00966 0.28568 6.62560
C: 3.16325 7.37109 -7.38112
O: 3.41894 6.36559 -6.70587
N: 4.05180 8.34709 -7.57033
C: 3.70774 9.61980 -8.30772
C: 5.23216 8.47286 -6.81191
H: 2.22258 7.40681 -7.95215
H: 2.69015 9.53607 -8.68929
H: 4.45314 9.76002 -9.09055
H: 3.89149 10.45788 -7.63544
H: 5.89624 9.15903 -7.33753
H: 4.99667 8.98061 -5.87659
H: 5.75846 7.52940 -6.66706
C: 1.26186 0.04801 -1.25511
O: 0.22208 0.39241 -0.69979
N: 1.95141 -1.09041 -0.96375
C: 1.53607 -2.12867 -0.14808
C: 3.14654 -1.44673 -1.65627
H: 1.78819 0.66156 -2.00260
H: 2.36565 -2.48733 0.46123
H: 1.02758 -2.94154 -0.66651
H: 0.84958 -1.76240 0.61526
H: 4.04656 -1.44960 -1.04140
H: 3.06319 -2.44047 -2.09632
H: 3.29567 -0.78937 -2.51286
C: -2.96807 -8.46272 -0.67079
O: -2.77540 -7.35706 -1.27018
N: -3.54890 -8.46996 0.49597
C: -3.90823 -9.72860 1.11183
C: -3.95867 -7.24660 1.26373
H: -2.44453 -9.38204 -0.97567
H: -3.40608 -10.57727 0.64736
H: -4.99812 -9.73342 1.12632
H: -3.40173 -9.57895 2.06533
H: -3.52682 -6.33627 0.84791
H: -5.04635 -7.17836 1.28358
H: -3.72166 -7.46099 2.30583

***

The following is a DFT calculation (wB97M-V/def2-TZVPD) of 2 unconnected molecules or ions with the total composition C12H28N6O4.

E_HOMO: -8.517 eV
gap between HOMO and LUMO: 9.00 eV
relative energy (zero: lowest compared OMol25 entry of this formula, charge and spin): 58.7 kcal/mol
structure (SMILES): [H]/N=C(\N)NCCC[C@H](N)C(=O)O.NCCCC[C@H](N)C(=O)O

Element x y z (Å)
C: 3.56133 0.59580 -2.01651
C: 2.48824 -0.39184 -1.74288
C: 3.61170 1.41948 -0.75897
C: 4.80394 0.87270 0.16885
C: 4.84028 1.80399 1.46412
C: 5.78404 2.17136 3.74042
C: -2.92837 -0.63638 -0.40918
C: -2.84337 -0.61502 1.10244
C: -3.41838 -1.99535 -0.85665
C: -4.84335 -2.41947 -0.60090
C: -5.91531 -1.44121 -1.10567
C: -7.26144 -2.12605 -0.86807
H: 2.90384 1.06934 -3.85732
H: 2.10471 1.76863 -2.73201
H: 4.63558 0.06222 -2.23837
H: 2.67171 1.46187 -0.27280
H: 3.87844 2.39646 -1.05231
H: 5.66928 0.95905 -0.36698
H: 4.75604 -0.04760 0.43630
H: 3.92698 2.20530 1.61467
H: 5.50342 2.59800 1.14737
H: 4.90785 0.57280 3.19466
H: 5.80015 2.37706 5.59086
H: 6.64180 3.58299 2.51077
H: 6.86493 3.76384 4.13105
H: 2.13065 -2.14126 -1.44644
H: -1.48197 -0.71840 -1.87238
H: -0.88580 -0.93100 -0.33464
H: -3.58118 0.20050 -0.79529
H: -3.33453 -2.05297 -1.95082
H: -2.71961 -2.73931 -0.48412
H: -5.02356 -2.65620 0.42640
H: -5.01214 -3.37705 -1.17275
H: -5.76781 -1.23254 -2.15075
H: -5.86703 -0.54449 -0.58134
H: -7.34013 -3.07533 -1.43285
H: -7.35984 -2.37300 0.18009
H: -8.51575 -1.25138 -2.24369
H: -8.35634 -0.36183 -0.91924
H: -3.87973 -0.07167 2.58997
N: 3.03391 1.54516 -3.03191
N: 5.41866 1.29701 2.72948
N: 5.78120 1.64350 4.94024
N: 6.21812 3.50465 3.48361
N: -1.55065 -0.42973 -0.88215
N: -8.42697 -1.31022 -1.25192
O: 1.26906 -0.20442 -1.84311
O: 2.96753 -1.62510 -1.55546
O: -1.91009 -1.03671 1.77879
O: -3.95003 -0.06616 1.59739

***

The following is a DFT calculation (wB97M-V/def2-TZVPD) of a molecular structure, C12H29Al2N4O5.

E_HOMO: -19.692 eV
gap between HOMO and LUMO: 1.55 eV
charge: +5

Element x y z (Å)
Al: -1.63716 -4.24042 2.42416
Al: 5.08953 -4.54216 1.14272
O: 1.59887 -1.99043 1.01913
H: 1.12950 -1.45355 0.35130
C: 5.35032 0.85815 3.69593
O: 5.94457 0.33714 2.68243
N: 6.05047 1.48644 4.71472
C: 5.37244 2.02265 5.81098
C: 7.42099 1.73187 4.57528
H: 4.26264 0.73037 3.80922
H: 5.35388 3.10618 5.69384
H: 5.76349 1.96811 6.82696
H: 4.38081 1.57902 5.90030
H: 7.87275 0.98771 3.91936
H: 7.58537 2.65439 4.01847
H: 7.98382 1.84257 5.50214
C: -0.32628 -4.45675 -6.38946
O: -0.50050 -4.56908 -7.60857
N: -1.25028 -3.85184 -5.60173
C: -0.94236 -3.79418 -4.18035
C: -2.43641 -3.18185 -6.12559
H: 0.49808 -4.88188 -5.79625
H: -1.75279 -4.27834 -3.63547
H: -0.83317 -2.75588 -3.86713
H: 0.02762 -4.21276 -3.91195
H: -2.46561 -2.14007 -5.80629
H: -2.60550 -3.16193 -7.20221
H: -3.37834 -3.55676 -5.72522
C: -4.64513 -0.82355 -2.02356
O: -3.79312 -1.10131 -1.20533
N: -4.43654 0.26428 -2.87351
C: -5.34176 0.73052 -3.88631
C: -3.16751 1.00285 -2.91713
H: -5.64299 -1.28565 -2.07775
H: -6.14182 -0.00922 -3.91399
H: -4.91231 0.73206 -4.88815
H: -5.76252 1.69721 -3.60960
H: -2.49080 0.77300 -3.74013
H: -3.32965 2.08070 -2.90969
H: -2.65304 0.86476 -1.96616
C: -2.04859 1.76244 3.84049
O: -2.08769 0.60420 3.35994
N: -1.15329 2.64181 3.29746
C: -0.91158 3.89024 4.01007
C: -0.22785 2.33102 2.28082
H: -2.63077 2.21683 4.65706
H: 0.14834 3.89456 4.26431
H: -1.55502 3.94540 4.88817
H: -1.06234 4.77424 3.39048
H: 0.81321 2.44037 2.58467
H: -0.33968 1.36031 1.79779
H: -0.18431 2.97618 1.40334

***

The following is a DFT calculation (wB97M-V/def2-TZVPD) of a molecular structure, C12H29AlBBrClFN4O5S.

E_HOMO: -11.195 eV
gap between HOMO and LUMO: 1.09 eV
charge: +2

Element x y z (Å)
C: -1.30593 -0.12220 -0.91047
N: -2.69450 0.35372 -1.07689
C: -3.45298 0.35681 0.17964
B: -2.81322 1.56719 -1.86558
O: -3.47050 1.61017 -3.03018
N: -2.14956 2.88994 -1.33046
C: -1.19549 3.55477 -1.84871
C: -0.88482 4.79088 -1.11722
C: -1.65776 4.66937 0.21168
N: -0.72907 4.36392 1.25745
S: -2.66867 6.17406 0.52484
O: -3.75628 6.34081 -0.34577
O: -1.84231 7.28339 0.85653
F: -3.37199 5.79226 2.06657
C: -2.64892 3.52171 -0.11363
H: -1.22340 -0.67269 0.01980
H: -0.54830 0.66638 -0.98841
H: -1.10279 -0.84383 -1.70315
H: -4.37021 0.93827 0.05310
H: -3.77785 -0.65252 0.42518
H: -2.90004 0.77557 1.02749
H: -4.42460 1.57804 -2.87565
H: -0.70338 3.24846 -2.75959
H: 0.14028 5.14406 -1.08769
H: -1.38574 5.57333 -1.71772
H: -0.35192 5.20763 1.67788
H: -1.14464 3.80318 1.99384
H: -2.61644 2.83526 0.73523
H: -3.70362 3.76233 -0.23122
C: 4.82425 -4.05928 2.54604
O: 4.83409 -3.61473 1.18322
C: 4.68006 -4.56430 0.25062
C: 3.34126 -4.48618 -0.57270
N: 2.24926 -4.84751 0.26182
C: 0.91283 -4.66717 -0.32247
C: 0.46817 -3.24578 -0.65685
O: 0.24971 -2.40724 0.45880
C: 1.39380 -1.75157 0.96787
H: 5.10920 -3.21265 3.16081
H: 3.82552 -4.40426 2.82876
H: 5.54471 -4.86831 2.68218
H: 4.73988 -5.58973 0.67303
H: 5.50753 -4.41688 -0.53551
H: 3.40913 -5.17432 -1.41754
H: 3.29041 -3.46134 -0.96004
H: 2.30854 -4.33579 1.13467
H: 0.20031 -5.08570 0.38833
H: 0.84725 -5.27423 -1.22888
H: -0.50467 -3.34367 -1.14344
H: 1.13274 -2.75600 -1.38126
H: 2.11812 -1.52511 0.17850
H: 1.87763 -2.33492 1.75847
H: 1.06610 -0.81406 1.41641
Br: -3.73293 4.37312 -3.12125
Al: -3.54713 7.38403 3.50409
Cl: 6.60883 -6.02664 -0.08056

***

The following is a DFT calculation (wB97M-V/def2-TZVPD) of a molecular structure, C12H29AlBN2O8.

E_HOMO: -3.912 eV
gap between HOMO and LUMO: 6.11 eV
charge: -1

Element x y z (Å)
C: 1.64773 -2.64694 -2.94595
C: 2.78540 -1.83045 -3.51621
O: 3.16927 -2.05472 -4.65709
N: 3.48572 -0.92513 -2.73271
C: 3.09023 -0.42962 -1.41595
C: 2.50246 1.00101 -1.42303
C: 1.52853 1.33838 -2.55618
C: 0.27722 0.43701 -2.59437
Al: -1.52267 1.38199 -2.55759
B: -2.98500 -0.07980 -1.84632
N: -4.46701 -0.01776 -2.04241
O: -2.55098 -1.28118 -1.20868
H: 1.30107 -2.35901 -1.95933
H: 1.98586 -3.69012 -2.92252
H: 0.79730 -2.58449 -3.63036
H: 4.47592 -1.08164 -2.83229
H: 4.00277 -0.38363 -0.80746
H: 2.42534 -1.11379 -0.88620
H: 1.97891 1.13567 -0.46459
H: 3.34526 1.70926 -1.42193
H: 1.24881 2.39557 -2.43322
H: 2.07457 1.27924 -3.50813
H: 0.28528 -0.27764 -1.76036
H: 0.29405 -0.16913 -3.51177
H: -1.97440 1.86080 -4.05287
H: -1.40202 2.65074 -1.52679
H: -4.84938 0.25997 -1.13532
H: -4.78940 -0.98524 -2.14402
H: -2.18450 -1.08548 -0.34091
C: 5.69943 -2.75252 1.73373
O: 5.79814 -2.06059 2.98410
C: 5.01666 -0.98306 3.06302
O: 4.28281 -0.58503 2.20056
O: 5.18801 -0.42421 4.26120
C: 4.39388 0.74961 4.46804
H: 6.37893 -3.59573 1.81073
H: 4.68241 -3.10193 1.56790
H: 5.99674 -2.10333 0.91254
H: 3.33447 0.51348 4.39306
H: 4.64573 1.51603 3.73799
H: 4.63268 1.09206 5.47029
C: -6.03245 0.41201 4.31752
O: -5.61063 0.67804 2.98118
C: -6.33379 1.60686 2.35168
O: -7.27100 2.19760 2.82565
O: -5.84383 1.75927 1.13105
C: -6.52208 2.73055 0.32626
H: -5.35812 -0.35294 4.69082
H: -5.95801 1.30858 4.93063
H: -7.05802 0.04686 4.33241
H: -6.46139 3.71515 0.78532
H: -7.56455 2.44835 0.19115
H: -6.01238 2.73099 -0.63233

***

The following is a DFT calculation (wB97M-V/def2-TZVPD) of a molecular structure, C12H29AlCl10N.

E_HOMO: -4.417 eV
gap between HOMO and LUMO: 6.67 eV
charge: -1

Element x y z (Å)
N: 1.47851 -0.40914 -0.88405
C: 0.22659 0.33894 -1.15103
C: -0.97278 -0.49015 -1.63332
Al: -2.78300 -0.06457 -0.83346
H: 1.25895 -1.36226 -0.62281
H: 2.02587 -0.46916 -1.73122
H: 0.47984 1.07139 -1.91767
H: -0.01114 0.90733 -0.24965
H: -0.76253 -1.54710 -1.43050
H: -1.07075 -0.39861 -2.71995
H: -2.85897 -0.45377 0.76715
H: -3.21839 1.50469 -1.04519
H: -3.88927 -0.99041 -1.63423
Cl: -1.14106 3.64818 -1.00773
C: -0.09150 5.03472 -1.36221
C: 0.43205 5.02382 -2.77517
Cl: 1.59927 3.70025 -3.05432
H: 0.72657 5.03618 -0.64490
H: -0.68591 5.93757 -1.22097
H: 0.95925 5.95434 -2.98139
H: -0.37257 4.90651 -3.49629
Cl: 2.13373 6.27636 -6.62362
C: 2.91053 4.66794 -6.60837
C: 2.87295 4.00884 -7.96199
Cl: 1.22183 3.54637 -8.44819
H: 2.41531 4.06556 -5.85177
H: 3.94562 4.82015 -6.30757
H: 3.46515 3.09592 -7.93127
H: 3.26974 4.66509 -8.73228
Cl: 3.84304 -3.13599 2.40300
C: 2.11264 -2.77489 2.70183
C: 1.21116 -3.84885 2.15615
Cl: 1.20127 -3.86841 0.37260
H: 1.89599 -1.80631 2.25850
H: 1.98910 -2.70368 3.78096
H: 0.18726 -3.66769 2.47083
H: 1.51373 -4.83570 2.49966
Cl: -3.45714 -3.40205 1.93129
C: -3.35404 -5.08357 2.48260
C: -2.97482 -5.16610 3.93932
Cl: -1.29784 -4.61299 4.21238
H: -2.63627 -5.60419 1.85270
H: -4.33523 -5.53946 2.35026
H: -3.03385 -6.19365 4.29455
H: -3.62687 -4.54182 4.54455
Cl: 1.74209 -0.52512 5.92875
C: 0.01436 -0.11687 6.13065
C: -0.88743 -1.15386 5.51280
Cl: -0.78793 -1.16176 3.74222
H: -0.14704 0.86053 5.68427
H: -0.17230 -0.05783 7.20170
H: -1.92227 -0.93313 5.77214
H: -0.64150 -2.15159 5.87025

***

The following is a DFT calculation (wB97M-V/def2-TZVPD) of a molecular structure, C12H29N4O7PZn.

E_HOMO (spin up / spin down): -6.709 / -6.312 eV
gap between HOMO and LUMO (spin up / spin down): 4.24 / 3.39 eV
relative energy (zero: lowest compared OMol25 entry of this formula, charge and spin): 29.7 kcal/mol

Element x y z (Å)
O: -1.51709 1.35585 -4.16397
H: -1.47157 0.44585 -4.49848
Zn: -0.41667 0.94926 -0.67170
N: 1.39294 -0.79596 -0.02907
N: 1.11116 -0.41746 -2.72182
N: -1.19741 0.53218 1.23734
N: -2.40406 1.89923 -0.76105
O: 1.40626 -1.21308 1.18833
O: -0.65729 -0.22365 2.23742
O: -3.11780 2.09798 -1.76259
O: 0.62370 -0.55957 -3.82247
C: 1.99637 -1.39068 -2.27097
C: 2.17709 -1.52089 -0.86160
C: -2.29086 1.20634 1.57887
C: -2.95298 1.93781 0.51631
C: 3.10591 -2.50580 -0.24213
H: 2.55400 -3.17319 0.44458
H: 3.84311 -1.92468 0.33433
H: 3.61536 -3.09214 -1.01414
C: 2.63197 -2.34475 -3.20744
H: 2.31071 -2.13459 -4.22691
H: 2.39997 -3.38921 -2.96258
H: 3.72023 -2.23556 -3.15202
C: -2.82415 1.15730 2.97441
C: -4.24441 2.63063 0.82594
H: -2.11072 0.72749 3.68202
H: -3.75222 0.57615 3.04184
H: -3.05107 2.17376 3.30629
H: -4.56463 3.02664 -0.13838
H: -4.06818 3.45861 1.53703
H: -5.04160 1.98821 1.25470
H: 0.23660 -0.57348 1.78545
H: -2.43040 1.63085 -3.89535
C: 0.87400 1.97552 0.18331
H: 1.93570 1.92912 -0.15388
H: 0.97039 2.27649 1.21448
H: 0.28235 2.75613 -0.30756
O: 4.12217 -0.09602 1.59432
H: 4.55285 0.45195 2.24055
H: 3.19759 -0.26586 1.86392
C: -1.21530 -2.91822 0.70123
P: -1.80967 -2.15739 -0.82081
C: -1.65134 -3.40224 -2.13065
C: -3.56263 -1.85203 -0.51285
O: -1.12008 -0.88455 -1.28599
H: -2.00779 -3.52076 1.15855
H: -0.91731 -2.12831 1.38938
H: -0.36692 -3.57243 0.49926
H: -2.04876 -4.39956 -1.88880
H: -2.17038 -3.04196 -3.02874
H: -0.58818 -3.51779 -2.37356
H: -3.65224 -0.91579 0.04909
H: -4.09132 -1.74902 -1.46993
H: -4.03950 -2.65105 0.06886